No. 1
Computed, not measured: an isolated ion of composition C7H12N5O2 and charge +1 in a non-equilibrium geometry, with the ωB97M-V functional and the def2-TZVPD basis.

Structure (XYZ):
```
26
Properties=species:S:1:pos:R:3:forces:R:3
C -0.431 -1.975 -0.979 0.9 -3.2 -0.4
C -1.776 -1.624 -1.263 -0.6 1.2 0.3
C 0.494 -1.824 0.003 -1.2 0.6 -1.6
C -1.958 -0.350 -0.949 -1.2 -0.7 -0.2
C 0.510 -1.199 1.335 0.9 0.1 2.2
C -0.449 2.316 0.013 -0.3 1.7 4.8
C -1.503 1.964 -0.975 3.1 -0.8 -0.9
N 1.136 0.103 1.562 0.2 -0.3 -0.2
N -0.271 -0.107 1.905 -0.3 0.0 -1.3
N 0.932 1.891 -0.289 -1.2 -3.3 -2.2
N 1.755 -2.537 -0.266 -0.8 -1.3 0.0
N -2.069 0.761 -0.544 -1.0 -0.5 0.3
O 1.786 -3.377 -1.148 0.3 0.6 0.1
O 2.647 -2.329 0.520 0.8 0.4 0.3
H -0.173 -2.774 -1.730 0.6 1.0 0.9
H -2.469 -2.257 -1.845 0.7 0.7 0.3
H 0.847 -1.891 2.112 -0.2 -0.2 -0.4
H -0.347 3.449 0.119 -0.4 -1.4 -0.2
H -0.655 1.875 1.129 0.1 1.2 -2.9
H -0.926 1.897 -1.926 -0.8 -0.2 -0.1
H -2.163 2.746 -1.080 -1.8 1.5 0.0
H 1.739 0.085 2.370 0.2 -0.2 0.3
H -0.397 -0.159 2.912 0.1 -0.6 0.0
H 1.432 2.518 0.236 2.5 2.1 0.6
H 0.991 1.871 -1.308 1.1 0.8 0.1
H 1.318 0.927 0.086 -1.5 1.1 0.4
```
Forces are in eV/Å.

Values from the calculation:
Structure (SMILES): [NH3+]CCN=C=C/C=C(\C1NN1)[N+](=O)[O-]
Multiplicity: 1
Energy above the lowest of the compared OMol25 structures with the same formula, charge and spin (eV): 7.270
HOMO level (eV): -12.2
Electronic energy (eV): -18984.410
Kohn-Sham gap (hartree): 0.3172
Total charge: +1

No. 2
Computed, not measured: a 2-piece molecular cluster, C2H9N4 overall in a non-equilibrium geometry, with the ωB97M-V functional and the def2-TZVPD basis.

Structure (XYZ):
```
15
Properties=species:S:1:pos:R:3:forces:R:3
C -0.795 -0.044 2.299 2.5 -0.8 0.2
C 1.042 -0.094 0.714 -0.4 -0.2 2.1
N -0.001 0.433 1.438 -1.2 0.5 -1.8
N 2.220 0.085 1.357 -0.8 -0.3 -1.1
N 0.792 -0.720 -0.433 0.0 0.9 2.3
N -1.083 0.068 -2.020 -4.2 -0.1 1.7
H -0.466 -0.945 2.842 -0.8 -0.2 -0.3
H -1.625 0.518 2.653 -0.6 0.5 0.2
H 3.091 -0.165 0.937 0.4 0.0 -0.1
H 2.215 0.635 2.208 0.1 -0.2 -0.2
H -0.050 -0.449 -1.028 -0.2 0.6 0.4
H 1.561 -0.997 -0.955 1.8 -0.6 -1.0
H -1.830 0.841 -1.981 1.9 -1.2 -0.1
H -1.704 -0.800 -1.888 1.3 1.4 -0.9
H -0.641 0.094 -2.899 0.2 -0.2 -1.4
```
Forces are in eV/Å.

Values from the calculation:
Multiplicity: 1
Energy above the lowest of the compared OMol25 structures with the same formula, charge and spin (eV): 1.095
HOMO level (eV): -14.5
Electronic energy (eV): -8173.731
Kohn-Sham gap (hartree): 0.4067
Total charge: +1

No. 3
Computed, not measured: a 4-piece molecular cluster, C2H12O4 overall in a non-equilibrium geometry, with the ωB97M-V functional and the def2-TZVPD basis.

Structure (XYZ):
```
18
Properties=species:S:1:pos:R:3:forces:R:3
C -0.391 -2.067 1.001 1.7 1.6 0.1
O -1.467 -1.226 0.895 -3.3 1.1 0.1
C 0.831 -1.137 1.323 1.1 -4.6 -1.5
H -0.511 -3.019 1.511 -0.1 0.4 1.3
H -0.452 -2.389 0.005 1.5 -0.8 -1.7
H -1.515 -0.520 1.531 0.3 0.0 0.7
H 0.729 -0.333 1.936 -1.0 1.5 3.3
H 1.735 -1.770 1.545 -0.7 1.0 0.0
H 1.028 -0.521 0.499 0.5 0.1 -2.2
H 2.142 0.797 -1.034 0.0 0.0 0.8
H 1.820 0.990 -2.479 0.9 -0.8 0.4
O 2.465 0.528 -1.888 -0.9 0.8 -1.2
H -2.409 0.789 -1.303 2.3 -0.1 -1.0
H -3.326 0.389 -0.246 -0.5 1.4 -2.4
O -3.311 0.917 -1.140 -1.7 -1.4 3.4
H 0.205 2.709 -0.993 -1.5 -0.2 -0.6
H 1.603 2.964 -0.853 1.0 0.3 0.1
O 0.823 2.899 -0.310 0.5 -0.1 0.5
```
Forces are in eV/Å.

Values from the calculation:
Structure (SMILES): CCO.O.O.O
Multiplicity: 1
Energy above the lowest of the compared OMol25 structures with the same formula, charge and spin (eV): 2.182
HOMO level (eV): -10.5
Electronic energy (eV): -10456.812
Kohn-Sham gap (hartree): 0.3898
Total charge: 0

No. 4
Computed, not measured: an isolated ion of composition C6H7N4 and charge +1 in a non-equilibrium geometry, with the ωB97M-V functional and the def2-TZVPD basis.

Structure (XYZ):
```
17
Properties=species:S:1:pos:R:3:forces:R:3
C -2.621 0.324 0.208 1.7 2.0 -0.1
C -1.652 -1.715 -0.266 0.2 1.5 0.1
C -1.265 1.110 0.097 -0.9 -4.4 -0.3
C -0.204 0.075 -0.110 -1.5 0.8 -0.2
C 1.774 1.370 -0.639 -1.0 0.3 0.3
C 1.973 -0.681 0.517 1.0 -1.0 0.5
N -2.672 -0.896 0.001 -2.9 -2.2 0.1
N -0.464 -1.191 -0.270 2.1 -0.6 -0.2
N -1.333 2.305 0.244 0.8 3.1 0.2
N 1.176 0.369 -0.098 1.2 0.4 -0.3
H -3.472 0.931 0.453 -0.4 0.1 0.1
H -1.809 -2.757 -0.470 0.0 -0.2 0.0
H 2.846 1.470 -0.567 0.1 -0.2 0.1
H 1.200 2.147 -1.123 -0.2 0.0 -0.1
H 2.980 -0.318 0.717 -0.1 0.1 -0.1
H 2.021 -1.543 -0.152 -0.1 0.2 0.1
H 1.522 -1.001 1.457 0.0 0.1 -0.2
```
Forces are in eV/Å.

Values from the calculation:
Multiplicity: 1
Energy above the lowest of the compared OMol25 structures with the same formula, charge and spin (eV): 3.725
HOMO level (spin up / spin down) (eV): -13.1 / -13.0
Electronic energy (eV): -12284.239
Kohn-Sham gap (spin up / spin down) (hartree): 0.2338 / 0.2703
Total charge: +1